The following is a quantum chemistry calculation of a molecular structure, C35H41ClN2O3PSSi2Tc, from the Open Molecules 2025 dataset.

Geometry as ORCA input:
```
! wB97M-V def2-TZVPD RIJCOSX def2/J DEFGRID3
* xyz -1 2
Tc 0.42937 0.16057 0.51791
C 4.46871 -4.68544 -2.04004
Si 2.87714 -3.67036 -2.36815
C 3.43626 -2.02067 -3.14365
C 1.81584 -4.64206 -3.64075
C 1.94702 -3.60244 -0.73241
C 2.10480 -4.57643 0.24334
C 1.41442 -4.48740 1.44288
C 0.58093 -3.40260 1.65036
N 0.42800 -2.43406 0.75425
C 1.08494 -2.53413 -0.40962
S 0.82290 -1.23887 -1.49120
H 5.10545 -4.67496 -2.91905
H 4.25432 -5.72617 -1.81626
H 5.04152 -4.28138 -1.20972
H 4.18038 -2.18361 -3.91896
H 3.87514 -1.36255 -2.39980
H 2.59952 -1.49081 -3.58647
H 2.38751 -4.87738 -4.53483
H 0.94768 -4.06600 -3.94818
H 1.45587 -5.58048 -3.22400
H 2.77821 -5.40370 0.07051
H 1.51802 -5.24761 2.20115
H 0.00394 -3.30829 2.56320
Cl 3.55485 -1.70709 4.80581
C 3.59445 -1.00961 3.22205
C 4.82083 -0.63084 2.66890
C 4.75594 -0.17421 1.33860
C 3.55953 -0.08345 0.68684
N 2.35808 -0.38214 1.26071
C 2.42017 -0.87957 2.53745
H 5.74520 -0.70249 3.21506
H 5.66650 0.10353 0.82599
H 3.50669 0.26208 -0.33882
H 1.48637 -1.18021 2.98875
C -1.21411 1.57269 -5.23081
C -1.86905 1.14551 -4.08809
C -1.25563 1.26683 -2.85433
C 0.02327 1.79951 -2.72456
C 0.67810 2.18228 -3.89005
C 0.07141 2.07724 -5.12832
Si 0.79512 2.09623 -0.98403
C 0.12637 3.87463 -0.66088
C -1.12441 4.28195 -1.11906
C -1.65586 5.51636 -0.79386
C -0.94414 6.39198 0.00887
C 0.31851 6.02483 0.44264
C 0.84043 4.78864 0.10818
H -1.70334 1.51229 -6.19373
H -2.86993 0.73827 -4.15262
H -1.78813 0.93670 -1.96811
H 1.68335 2.57587 -3.82419
H 0.59344 2.41115 -6.01555
H 2.21978 2.41913 -1.39686
H -1.69279 3.61883 -1.75566
H -2.64012 5.79165 -1.15185
H -1.36359 7.35084 0.28717
H 0.89110 6.69680 1.06738
H 1.82897 4.52230 0.45208
C -1.91350 -1.13671 2.94906
O -2.30757 -1.45572 1.63245
P -1.92750 -0.39466 0.46176
O -2.81414 -1.10639 -0.68553
C -2.38116 -2.18517 -1.48267
O -3.03728 0.72367 0.82769
C -2.79049 2.11616 0.77453
H -2.07237 -2.02366 3.56251
H -2.52166 -0.31486 3.33338
H -0.86268 -0.82449 2.97258
H -3.24888 -2.50326 -2.06257
H -2.01987 -3.02132 -0.88064
H -1.59215 -1.86425 -2.16508
H -3.22120 2.56369 1.67030
H -3.26195 2.54055 -0.11302
H -1.71277 2.31791 0.76427
C 0.32934 1.40992 1.97122
C 0.35440 2.47232 2.82525
C 1.48402 3.35334 2.83201
C 1.48801 4.49548 3.58380
C 0.40943 4.81689 4.40763
C -0.66895 3.93736 4.47987
C -0.71014 2.79780 3.71973
H 2.32572 3.07786 2.21531
H 2.34034 5.16291 3.54257
H 0.42026 5.72149 4.99701
H -1.49648 4.16238 5.14252
H -1.55915 2.12914 3.76433
*
```

Summary:
* E_HOMO (alpha / beta): -2.347 / -4.033 eV
* ⟨S²⟩: 0.795
* gap between HOMO and LUMO (alpha / beta): 0.1682 / 0.2308 hartree
* energy: -3553.1546 Eh

=====

The following is a quantum chemistry calculation of a molecular structure, C25H37FeN6O7P3S6Sb, from the Open Molecules 2025 dataset.

Geometry as ORCA input:
```
! wB97M-V def2-TZVPD RIJCOSX def2/J DEFGRID3
* xyz -2 6
Fe 0.42369 0.91093 1.54275
S -2.13949 3.41745 4.73001
Sb -1.29510 1.34145 4.32776
S -1.73094 0.98623 1.93555
S 0.99132 1.75967 3.61878
S -2.54354 -0.33645 5.20836
C 1.60686 -4.51013 -0.86035
N 1.34895 -3.08683 -0.76567
C 1.26277 -2.42342 -2.07558
P 0.31155 -2.43652 0.34605
O 0.52108 -0.99179 0.47660
O 0.74517 -3.27651 1.65410
P 1.05571 -2.59649 3.10297
O 0.24932 -1.40749 3.38643
N 0.73928 -3.81406 4.16962
C -0.59585 -3.89490 4.74756
C 1.44220 -5.07394 4.06391
N 2.70150 -2.41401 3.08201
C 3.15840 -1.25427 3.86750
C 3.44493 -2.53540 1.82418
N -1.23461 -2.84104 0.02159
C -1.67291 -4.21803 0.13360
C -2.30653 -1.84682 0.08541
H 0.90954 -5.01503 -1.54168
H 1.54450 -4.97539 0.12258
H 2.61932 -4.66439 -1.24530
H 0.42735 -2.80044 -2.67248
H 2.20134 -2.58368 -2.61067
H 1.11857 -1.35115 -1.94039
H -1.06990 -2.91307 4.73363
H -0.52241 -4.23244 5.78476
H -1.23090 -4.60207 4.19747
H 2.43385 -4.90803 3.64494
H 0.90106 -5.79188 3.43220
H 1.55533 -5.51643 5.05772
H 2.52400 -1.11705 4.74064
H 3.12429 -0.33406 3.27999
H 4.18421 -1.43860 4.19556
H 3.21298 -3.47841 1.33354
H 4.50992 -2.52367 2.06351
H 3.23279 -1.71499 1.13162
H -0.82899 -4.90202 0.05977
H -2.37193 -4.44421 -0.67515
H -2.17491 -4.39840 1.09170
H -1.89413 -0.85741 -0.08360
H -2.80767 -1.85618 1.05742
H -3.02235 -2.05408 -0.71233
O 4.67801 4.65611 -0.03629
C 3.60890 5.37850 0.25152
O 3.63851 6.59066 0.27325
C 2.35880 4.63644 0.54902
C 1.15849 5.24059 0.86423
N 0.26327 4.25921 1.05540
N 0.80389 3.06118 0.89279
C 2.07272 3.25205 0.59823
C 2.93778 2.03301 0.50351
O 4.09746 2.15110 0.07577
O 2.40362 0.96769 0.93138
H 4.47390 3.66257 -0.03724
H 0.91676 6.28369 0.96661
H -0.69904 4.31633 1.35656
S -1.79786 -0.82595 -3.58326
P -1.44075 1.01581 -2.91655
S -0.05605 1.35079 -1.52825
C -3.02707 1.79397 -2.43601
C -4.00126 2.03050 -3.40574
C -5.20333 2.62160 -3.05441
C -5.45091 2.96578 -1.72798
C -4.48871 2.72522 -0.76053
C -3.27476 2.14707 -1.11859
C -0.97634 2.09638 -4.33604
C -0.93605 3.47855 -4.15516
C -0.54661 4.31103 -5.19038
C -0.18700 3.77082 -6.42148
C -0.22438 2.39809 -6.60588
C -0.61768 1.56290 -5.56426
H -3.81260 1.74025 -4.43305
H -5.95084 2.81677 -3.81484
H -6.39607 3.42028 -1.45422
H -4.66620 2.98284 0.27663
H -2.51678 1.96539 -0.36751
H -1.20144 3.89315 -3.18945
H -0.51894 5.38348 -5.03893
H 0.12370 4.42202 -7.23022
H 0.05187 1.97174 -7.56345
H -0.65661 0.48780 -5.69378
*
```

Summary:
* E_HOMO (alpha / beta): -2.585 / -2.572 eV
* ⟨S²⟩: 8.768
* ΔE to the lowest compared entry with this formula, charge and spin: 0.0 kJ/mol
* gap between HOMO and LUMO (alpha / beta): 0.2317 / 0.2312 hartree
* energy: -6747.7065 Eh

=====

The following is a quantum chemistry calculation of a molecular structure, C7H12ClGaIO3P, from the Open Molecules 2025 dataset.

Geometry as ORCA input:
```
! wB97M-V def2-TZVPD RIJCOSX def2/J DEFGRID3
* xyz 2 1
C 4.21909 -1.23122 1.52995
C 2.97970 -0.63313 1.16680
H 4.85859 -0.47308 2.02314
H 4.71342 -1.51883 0.57804
H 3.96094 -2.10025 2.18312
O 1.97628 -0.04507 1.14223
I -0.19014 -4.08945 -0.15931
Ga -0.54828 -1.67090 0.35714
P -0.49803 0.28357 -0.89578
C -1.35238 1.70979 -0.15100
C 1.09637 0.92056 -1.45177
H -1.60931 -1.12343 -2.50662
H -0.93328 0.35862 -3.25973
H -2.45129 0.45009 -2.28522
C -1.47831 -0.04240 -2.39604
H 1.81522 0.11338 -1.61421
H 0.95305 1.42025 -2.41560
H -1.36416 2.51123 -0.90412
H -0.76979 2.04978 0.71464
H 1.48901 1.64611 -0.72999
H -2.38742 1.46473 0.14877
C -0.71330 -0.58269 2.40359
O -1.33776 -0.10057 3.23229
Cl -2.78732 -1.55040 0.61829
O -5.25331 1.04445 1.69689
C -4.38760 1.18886 0.97452
*
```

Summary:
* E_HOMO: -15.943 eV
* ΔE to the lowest compared entry with this formula, charge and spin: 0.0 kJ/mol
* gap between HOMO and LUMO: 0.2297 hartree
* energy: -3523.0704 Eh

=====

The following is a quantum chemistry calculation of a molecular structure, C36H56NO2S4V, from the Open Molecules 2025 dataset.

Geometry as ORCA input:
```
! wB97M-V def2-TZVPD RIJCOSX def2/J DEFGRID3
* xyz 2 3
V 1.13200 -1.51780 0.26943
C 3.77633 -4.29415 0.07700
C 2.44714 -4.89803 -0.35013
S 0.83250 -4.24594 0.30349
C 0.81506 -4.65844 2.01468
C 1.60725 -3.78162 3.00640
S 1.34630 -1.95451 2.78999
C 2.66136 -1.07125 3.56715
C 2.74804 0.27426 2.90970
S 2.71504 0.37219 1.06432
C 4.42595 -0.20273 0.72276
C 4.62965 -1.68435 0.81058
S 3.64309 -2.49325 -0.41374
H 4.58765 -4.63650 -0.59817
H 4.08278 -4.44592 1.13574
H 2.49241 -5.94821 -0.36382
H 2.28494 -4.67224 -1.42955
H 1.14322 -5.72081 2.16449
H -0.20209 -4.81343 2.34463
H 2.71801 -3.84455 2.87688
H 1.27937 -4.09353 4.02090
H 3.62183 -1.60978 3.36704
H 2.49274 -0.85506 4.60332
H 3.62848 0.82684 3.24680
H 1.81746 0.90879 3.17377
H 4.98130 0.34631 1.48262
H 4.72546 0.19056 -0.25996
H 4.29113 -1.98992 1.78844
H 5.68005 -1.89122 0.71252
C 0.72140 4.80619 -3.83517
C -0.49323 3.91892 -3.48217
C -1.40294 3.75175 -4.69247
C -1.33953 4.60056 -2.39021
C 0.00625 2.56467 -2.90636
C -0.19283 2.15830 -1.60966
C 0.25707 0.88015 -1.29610
N -0.01118 0.15208 -0.10364
C -1.07172 0.36146 0.72228
C -1.65640 1.58100 1.07038
C -2.79993 1.53040 1.87399
C -3.20715 0.25445 2.41142
C -2.49747 -0.90168 2.25190
C -1.35412 -0.91183 1.35380
O -0.67972 -1.98056 1.05372
C -2.94943 -2.14634 3.01054
C -1.82632 -2.51866 3.95984
C -3.16699 -3.35586 2.04833
C -4.20695 -1.88024 3.82432
C -3.46196 2.90796 2.23308
C -3.11286 4.03897 1.26244
C -3.03624 3.25787 3.69369
C -4.96964 2.56042 2.25558
C 1.08647 0.07185 -2.16321
O 1.39885 -1.12297 -1.69143
C 1.34761 0.50876 -3.48072
C 0.78877 1.77134 -3.80833
C 2.04079 -0.33288 -4.57829
C 2.29777 0.53308 -5.80808
C 3.35112 -0.89649 -3.93927
C 1.14472 -1.56278 -4.92436
H 0.24498 5.74050 -4.11643
H 1.35813 4.92673 -2.93350
H 1.31649 4.53148 -4.74007
H -1.72803 4.74728 -5.11467
H -0.87187 3.20691 -5.46762
H -2.34349 3.32182 -4.49875
H -1.73837 5.51418 -2.83265
H -2.18615 3.93727 -2.15852
H -0.77113 4.77342 -1.45958
H -0.76166 2.64108 -0.85369
H -1.24365 2.55922 0.80450
H -4.08164 0.27098 3.04286
H -0.91909 -2.91106 3.51734
H -1.55198 -1.57663 4.50076
H -2.25000 -3.25420 4.70564
H -2.32751 -3.44145 1.39205
H -3.20860 -4.29028 2.61804
H -4.07722 -3.29730 1.46342
H -4.08283 -1.29778 4.79920
H -4.98667 -1.52892 3.23273
H -4.52405 -2.89936 4.17036
H -2.14533 4.56826 1.43106
H -3.15541 3.66361 0.22137
H -3.93372 4.77403 1.32979
H -2.01362 3.14375 3.87234
H -3.50022 4.23434 4.02640
H -3.49348 2.55431 4.45410
H -5.24104 2.18906 1.29376
H -5.11417 1.77603 2.97201
H -5.67375 3.34393 2.50306
H 0.83825 2.18209 -4.79513
H 2.67393 1.53894 -5.53532
H 2.97723 0.08305 -6.45859
H 1.32312 0.65736 -6.28364
H 4.08680 -0.15763 -3.64175
H 3.14851 -1.44750 -3.03319
H 3.73898 -1.41441 -4.80780
H 0.15685 -1.24320 -5.22088
H 1.60487 -2.18668 -5.73638
H 1.04784 -2.12880 -4.01569
*
```

Summary:
* E_HOMO (alpha / beta): -12.755 / -12.746 eV
* ⟨S²⟩: 2.027
* gap between HOMO and LUMO (alpha / beta): 0.1917 / 0.1760 hartree
* energy: -4146.8328 Eh